[1]
Density functional theory data (ωB97M-V/def2-TZVPD) for C8H24FO8Pd as an isolated structure in a non-equilibrium geometry.

Positions of all 42 atoms, in Å:
O 1.6060 4.7999 -1.6656
H 0.7498 -0.5244 -1.5972
H 0.1168 1.0886 0.8436
H -0.8037 -1.5582 -0.5213
H -0.3275 -3.1249 3.7770
H -0.7160 -1.3335 -3.9563
F 0.8352 -0.3863 0.2393
H -1.3215 -2.7333 2.5782
C 0.4100 -3.3243 1.5821
C -0.2529 -2.6780 2.7856
O -0.3104 1.9414 0.9522
H 2.1629 1.6824 -0.7846
H 0.4799 3.0698 -1.3695
C -2.3755 0.6009 1.2948
H -3.3430 1.0519 2.9172
H 4.2122 3.3496 -0.5795
C -1.3050 -2.3222 -2.2393
H -2.1455 2.7387 1.2931
H 2.3802 3.1815 0.1529
C 2.4895 2.7214 -0.8291
H 2.1089 -4.2043 1.3715
H -1.9586 -0.2865 0.8186
H 0.1922 -2.8359 0.6322
C 1.4783 3.3692 -1.6884
Pd 2.2663 -1.2403 1.6321
H 1.8631 5.0512 -2.5558
O -1.4936 -2.1336 -0.8598
O 1.7393 -3.3439 1.5828
H -3.3781 0.6697 0.8728
O 3.8085 2.9456 -1.3511
H -1.8306 2.1708 -0.3177
H -2.3534 -2.4430 -2.5121
O 0.1591 -1.2559 2.8001
H -0.8353 -3.2806 -2.4605
C -0.6737 -1.0698 -2.8995
O 0.6594 -0.6619 -2.5430
H -1.2959 -0.1923 -2.7233
O -2.6016 0.4999 2.6580
H -0.4590 -0.6304 3.1853
C -1.6743 1.9304 0.7339
H 0.0119 -4.3297 1.4448
H 1.7262 3.0303 -2.6943

The value obtained for the total energy is -1148.6015 hartree. As for the total charge: 0. Its LUMO energy (alpha / beta) is 0.0 / -2.6 eV. As for the multiplicity: 4. The HOMO energy (alpha / beta) is -6.70 / -9.43 eV. As for the expectation value of S²: 3.753. Its HOMO-LUMO gap (alpha / beta) is 6.72 / 6.86 eV.

Here are the Löwdin charges for atoms 1 to 6, given in e: atom 1 (O): -0.063, atom 2 (H): 0.012, atom 3 (H): 0.014, atom 4 (H): 0.017, atom 5 (H): 0.124, atom 6 (H): 0.113

---

[2]
Density functional theory data (ωB97M-V/def2-TZVPD) for C8H24MgN2O10S4 as an isolated structure in a non-equilibrium geometry.

Positions of all 49 atoms, in Å:
C 2.6251 0.3145 -2.9360
O -3.4971 2.3654 -0.0918
H 2.7927 -0.7038 -2.5574
S 0.8723 0.4664 -3.3213
O -0.5713 0.9322 1.6954
H 3.2929 0.4250 -3.7851
O -1.3885 2.2331 -0.5859
C -3.1571 -2.0519 -1.4850
O -2.4740 4.0590 -0.9807
H -1.2456 3.9222 3.4462
C -0.8821 3.3678 2.5818
S 2.4374 -0.8511 1.2062
Mg -0.0739 0.8473 -0.1718
O 0.1213 0.3441 -2.0485
H 3.8382 -2.8083 1.2924
H 1.0361 -0.6107 3.1566
H -0.3371 -1.2652 -4.3858
C -1.1059 -3.2652 -0.1616
S -2.2065 -1.8665 0.0486
C -2.7217 1.4480 3.0504
N -2.4705 2.9013 -0.5623
H 2.8542 0.9351 -2.0675
H -3.7518 -2.9631 -1.3908
H 1.0291 -2.2419 2.5551
C 3.0737 -2.4240 0.6169
H -1.6200 -4.2103 0.0312
H -0.7531 -3.3385 -1.1913
O 1.3371 -0.5504 0.2409
H 0.9746 -1.9495 -3.5137
H -3.7565 -1.1772 -1.6998
H 0.1282 3.6489 2.2864
O 1.4908 2.0957 -0.1849
S -0.9252 1.6168 2.9760
C 1.6815 -1.3835 2.7516
H 3.4757 -2.1871 -0.3638
H -2.3847 -2.2586 -2.2264
H -3.1079 2.3379 3.5497
H -0.3094 -3.1088 0.5575
H 2.2848 -3.1727 0.5500
N 2.3557 2.8441 0.3881
O -1.3533 -0.6816 -0.1842
H -3.1300 1.4131 2.0399
H 1.3013 -1.0831 -5.0892
H 2.4494 -1.7260 3.4434
O 3.3798 3.1546 -0.2341
H -1.5305 3.5414 1.7208
C 0.7234 -1.1141 -4.1703
O 2.1522 3.2151 1.5646
H -2.9538 0.5643 3.6393

The value obtained for the total energy is -2973.7802 hartree. As for the total charge: 0. Its LUMO energy is -0.1 eV. The HOMO energy is -8.27 eV. As for the energy above the lowest of the compared OMol25 structures with the same formula, charge and spin: 14.4 kcal per mole. Its HOMO-LUMO gap is 8.13 eV.

Here are the Löwdin charges for atoms 1 to 6, given in e: atom 1 (C): -0.225, atom 2 (O): -0.031, atom 3 (H): 0.045, atom 4 (S): 0.944, atom 5 (O): -0.584, atom 6 (H): 0.063